(1)
The following is a quantum chemistry calculation of a single C3H5ClF2 molecule, from OMol25.

```
11
Properties=species:S:1:pos:R:3:lowdin_charge:R:1
C -0.57 0.83 -0.78 -0.195
C 0.23 -0.32 -0.30 -0.965
F -0.23 2.07 -0.18 -0.056
Cl 1.83 -0.27 -0.97 0.756
H -1.73 0.68 -0.56 0.171
F -0.39 -1.37 -0.94 -0.030
H 0.78 -1.56 1.25 0.105
H 0.91 0.25 1.59 0.067
H -0.49 0.87 -1.85 0.111
C 0.35 -0.53 1.16 -0.081
H -0.68 -0.66 1.58 0.117
```

HOMO level: -11.29 eV
LUMO energy: 0.0330 hartree
structure (SMILES): C[C@](F)(Cl)CF

(2)
The following is a quantum chemistry calculation of a gas-phase ion, C5H13N2O (charge +1), from OMol25.

```
21
Properties=species:S:1:pos:R:3:lowdin_charge:R:1
O -1.75 -1.67 -0.50 0.032
H -1.34 0.66 -1.27 0.161
H -0.26 0.26 -2.46 0.177
C -0.20 -1.77 1.30 -0.170
N -0.41 0.27 -1.45 0.190
H 0.19 3.05 -1.38 0.089
H 0.45 0.69 1.39 0.131
H 1.57 -1.72 0.38 0.134
H -2.30 -2.57 1.20 0.141
C -1.51 -2.05 0.62 -0.176
C 1.02 0.27 0.56 -0.133
H -0.46 -0.72 -1.11 0.092
H 0.15 -2.72 1.71 0.138
H -0.48 -1.19 2.19 0.139
N 0.73 -1.16 0.40 -0.070
C 0.67 1.03 -0.73 -0.309
H 2.09 0.39 0.74 0.135
H 1.52 1.08 -1.39 0.146
C 0.19 2.46 -0.47 -0.031
H -0.76 2.45 0.05 0.091
H 0.89 2.94 0.20 0.093
```

HOMO level: -13.80 eV
LUMO energy: -0.1034 hartree
structure (SMILES): C[C@H]([NH3+])CNCC=O
charge: +1

(3)
The following is a quantum chemistry calculation of 10 unconnected molecules or ions with the total composition C12H44N10O10, from OMol25.

```
76
Properties=species:S:1:pos:R:3:lowdin_charge:R:1
N -1.29 2.72 -0.48 0.138
H -0.36 -1.97 -2.34 0.090
H 0.00 -2.86 2.63 0.130
O -0.63 2.22 -3.00 -0.179
N -1.29 -2.46 -2.22 0.178
N -0.89 0.49 2.60 0.148
H 0.24 -0.25 -3.87 0.099
H 0.41 4.00 -2.70 0.101
N 2.11 -0.90 3.67 0.144
C 0.46 3.05 -3.32 -0.128
H -3.45 1.93 1.06 0.051
H -4.39 1.22 2.52 0.172
O 0.38 2.11 1.58 -0.080
C 1.54 0.58 -0.90 -0.301
N 0.68 1.27 3.76 0.117
C 1.95 4.58 -0.23 -0.111
C -3.37 -0.03 1.46 -0.722
H -0.06 4.35 -0.33 -0.003
H -1.57 0.41 1.71 0.104
H 1.94 -0.30 -4.15 0.036
N 0.48 -1.99 2.95 0.147
H 1.52 1.61 -0.50 0.082
O -3.54 -1.16 2.21 -0.089
H 0.55 0.66 4.65 0.193
N -2.55 0.03 0.47 0.116
H -1.39 2.57 -3.56 0.150
N -2.85 3.46 0.75 0.130
C 1.01 -4.47 -0.02 -0.287
N -1.35 -2.23 -0.10 0.129
C 1.89 -5.60 0.62 -0.049
N -3.79 1.15 1.64 0.160
H -1.35 0.07 3.42 0.148
H 1.01 -1.23 -5.19 0.098
C 0.07 1.33 2.65 -0.652
H -1.49 -2.69 0.84 0.156
H 1.40 2.54 -3.11 0.075
H 2.76 5.27 -0.49 0.087
O 2.60 -3.14 3.10 -0.083
H 2.18 -1.43 -0.42 0.084
H -0.21 0.94 -1.65 0.044
H 2.03 0.51 -1.89 0.110
H 1.07 -2.84 -3.66 0.094
H -2.13 -0.95 0.23 0.069
C -1.80 -2.84 -1.16 -0.677
H 2.93 -5.18 0.74 0.087
O 1.29 -2.02 -3.23 -0.147
C 2.09 -0.44 0.07 -0.043
H -0.92 2.68 -1.41 0.046
O -2.84 -3.75 -1.21 -0.114
O 0.59 5.03 -0.44 -0.135
H 0.40 3.29 -4.41 0.104
H 1.26 2.14 3.94 0.182
O 0.17 0.24 -1.09 -0.127
H 2.01 4.37 0.83 0.064
C 1.13 -0.91 -4.14 -0.114
H 1.56 -0.07 3.84 0.010
H -0.04 -4.65 0.02 0.084
H -0.87 2.14 0.27 0.080
H -2.27 0.83 -0.10 0.110
H -2.12 3.77 1.36 0.134
C 1.80 -2.05 3.15 -0.637
O -3.02 3.89 -1.56 -0.071
H -1.68 -3.13 -2.96 0.179
H 1.15 -3.16 -1.52 0.007
H -3.77 3.94 0.80 0.165
H 2.00 3.63 -0.74 0.040
H 1.05 -3.56 0.55 0.060
O 1.37 -4.07 -1.35 -0.084
C -2.41 3.35 -0.47 -0.631
H -0.65 -1.46 -0.12 0.103
H 1.70 -5.68 1.68 0.050
H 3.08 -0.80 3.95 0.128
H 1.43 -0.47 0.98 0.061
H 1.91 -6.59 0.22 0.053
H 0.08 -1.07 2.77 0.037
H 3.07 0.00 0.34 0.097
```

HOMO level: -9.02 eV
LUMO energy: -0.0093 hartree
structure (SMILES): NC(N)=O.NC(N)=O.NC(N)=O.NC(N)=O.NC(N)=O.CCO.CCO.CO.CO.CO

(4)
The following is a quantum chemistry calculation of a gas-phase ion, C5H7FIN5 (charge +2), from OMol25.

```
19
Properties=species:S:1:pos:R:3:lowdin_charge:R:1
H -2.15 1.90 -0.02 0.258
N -1.64 -0.50 1.51 0.125
N 2.24 -0.92 0.08 -0.327
H -2.26 -0.72 -0.46 0.208
N 1.10 1.21 0.00 0.254
C 1.20 -0.20 -0.11 -0.292
N -1.25 1.27 -0.12 0.247
C -1.45 -0.27 0.22 -0.285
H 2.00 1.71 0.07 0.163
H 0.14 -1.96 0.09 0.195
H -2.53 -0.99 1.73 0.158
I 4.16 -0.34 0.53 1.118
C -0.09 1.86 -0.07 -0.321
H -1.14 0.01 2.22 0.126
N -0.41 -1.33 -2.92 0.255
F -0.03 3.13 -0.16 0.287
H 2.42 -1.85 -0.40 0.142
C -0.11 -0.94 -0.37 -0.139
C -0.20 -1.05 -1.83 -0.172
```

HOMO level: -18.05 eV
LUMO energy: -0.3416 hartree
structure (SMILES): N#C[C@H]1/C(=[NH+]/I)NC(F)=[NH+][C@@H]1N
charge: +2

(5)
The following is a quantum chemistry calculation of a molecular structure, C7H9NO4P2, from OMol25.

```
23
Properties=species:S:1:pos:R:3:lowdin_charge:R:1
C -1.32 -1.24 -0.19 -0.070
P 2.84 -1.81 -0.47 0.485
C -0.82 0.02 -0.67 -0.384
H 0.47 1.24 -1.39 0.056
C -1.87 1.09 -0.54 -0.066
H -4.39 -0.48 0.80 0.039
H 4.74 -0.53 -0.82 -0.008
H -1.53 2.13 -0.81 0.106
P 2.79 1.24 0.76 0.472
C -3.47 -0.39 0.36 -0.152
N 0.35 0.27 -1.16 0.044
O 2.53 -2.69 0.68 -0.609
O 1.47 2.23 1.24 -0.396
C 1.76 -0.19 0.16 -0.375
H -2.85 -2.39 0.68 0.087
C -3.14 0.88 -0.18 -0.162
H -0.53 -1.91 -0.04 0.077
H 1.00 -0.37 0.98 0.030
H 0.59 1.88 1.24 -0.030
C -2.58 -1.44 0.24 -0.153
H -3.85 1.58 -0.35 0.051
O 4.43 -1.15 -0.13 -0.462
O 3.36 2.02 -0.38 -0.578
```

HOMO level: 0.32 eV
LUMO energy: 0.2042 hartree
charge: -2

(6)
The following is a quantum chemistry calculation of a single C8H21ClN2Si molecule, from OMol25.

```
33
Properties=species:S:1:pos:R:3:lowdin_charge:R:1
H 1.71 1.88 0.95 0.072
H -3.94 -0.71 -1.07 0.091
H 3.28 1.66 1.19 0.036
Cl -0.53 -2.74 -0.52 0.427
C 2.70 0.21 -0.12 -0.654
H 1.92 1.50 -1.75 0.075
H -0.73 1.11 0.67 0.007
H 4.83 0.24 -0.03 0.030
C -3.02 -0.35 1.55 -0.068
H 4.32 -1.39 -0.38 0.098
H -2.67 -2.01 -0.74 0.038
H 1.80 -1.11 -1.25 0.031
H 3.47 2.02 -1.21 0.067
H -2.72 2.03 -1.10 0.112
H 2.17 0.54 2.08 0.098
C -2.49 0.13 0.17 -0.741
H -2.91 0.45 2.24 0.048
H -4.18 1.58 -0.33 0.050
Si 0.23 -1.17 0.42 0.161
H -2.34 -0.40 -1.85 0.098
H 4.14 -0.77 1.30 0.128
C 2.44 1.10 1.14 -0.056
H 0.43 -1.69 1.84 -0.025
C -2.81 -0.85 -0.92 -0.157
N -1.05 0.35 0.14 -0.070
C -3.14 1.54 -0.10 -0.068
H -2.53 -1.20 2.01 0.061
C 2.88 1.13 -1.37 -0.049
H -2.78 2.29 0.71 0.098
N 1.70 -0.78 -0.37 -0.095
C 4.07 -0.42 0.15 -0.072
H 3.45 0.59 -2.22 0.113
H -4.16 -0.53 1.51 0.114
```

HOMO level: -8.76 eV
LUMO energy: 0.0263 hartree
structure (SMILES): CC(C)(C)N[SiH](Cl)NC(C)(C)C

(7)
The following is a quantum chemistry calculation of 2 unconnected molecules or ions with the total composition C3H7NO3S, from OMol25.

```
15
Properties=species:S:1:pos:R:3:lowdin_charge:R:1
H 2.62 1.24 -1.23 0.005
C -0.59 1.28 -1.14 -0.782
O -0.11 0.88 -2.22 -0.082
C -0.23 -1.18 1.70 -0.792
O -1.32 2.33 -1.01 -0.165
H 0.82 -0.93 1.75 0.025
H -0.72 1.25 0.88 0.080
H -0.23 -1.31 -0.52 0.094
H 1.51 0.22 -1.66 -0.007
H -0.75 -0.40 2.29 0.028
N -0.31 0.70 0.15 -0.016
C -0.71 -0.73 0.27 -0.307
S -0.66 -2.93 2.08 -0.049
O 2.48 0.35 -1.54 -0.122
H -1.80 -0.79 0.18 0.090
```

HOMO level: 0.17 eV
LUMO energy: 0.2228 hartree
charge: -2

(8)
The following is a quantum chemistry calculation of a molecular structure, C15H14Br3N2O2Zn, from OMol25.

```
37
Properties=species:S:1:pos:R:3:lowdin_charge:R:1
H -1.30 2.30 0.30 0.091
H 1.34 2.52 3.69 0.112
H -3.88 -1.23 -1.78 0.015
N 0.37 0.89 1.71 0.047
H -1.95 4.64 0.66 0.118
H 0.89 -3.06 -0.60 0.099
Br -1.68 -2.31 -2.27 0.664
C 2.04 -2.11 2.90 0.022
H -2.56 0.00 -2.05 -0.002
C -0.88 2.85 1.13 -0.013
C -1.24 4.16 1.33 -0.084
C -2.85 -0.94 -1.61 -0.965
C 0.03 2.24 1.99 -0.251
C 1.23 -2.82 0.39 -0.074
H 2.34 -1.79 3.89 0.130
O -0.65 2.82 -2.50 0.094
Br -1.17 6.67 2.66 0.811
Br -2.65 -0.73 0.32 0.728
C 1.35 -1.24 2.08 -0.228
C 2.32 -3.39 2.43 -0.004
C -0.69 4.87 2.38 -0.677
H 1.33 0.44 3.50 0.138
H 0.67 4.85 4.04 0.112
C 1.01 0.13 2.50 -0.028
O -0.43 0.80 -1.62 -0.245
H 1.66 2.24 -0.56 0.063
H 2.86 -4.09 3.06 0.128
H 2.13 1.45 -2.07 0.086
C 1.92 -3.75 1.16 -0.006
C 0.23 4.27 3.24 -0.100
Zn -0.08 -0.11 -0.07 0.642
H 2.12 -4.73 0.76 0.125
C 1.51 2.24 -1.64 0.000
C 0.05 2.00 -1.96 -0.664
N 0.96 -1.60 0.84 0.029
C 0.60 2.96 3.04 -0.006
H 1.83 3.21 -2.03 0.091
```

HOMO level: -11.81 eV
LUMO energy: -0.1768 hartree
charge: +1

Quick rundown of energy relative to the best compared isomer or geometry (same formula, charge and spin), same order as above: 25.9 121.8 832.0 0.0 224.3 77.4 73.7 17.1 kJ/mol
Quick rundown of gap between HOMO and LUMO, same order as above: 12.19 10.98 8.77 8.75 5.24 9.48 5.90 7.00 eV
Quick rundown of largest force on an atom, same order as above: 3.86 1.09 9.83 3.63 5.25 5.18 4.03 0.16 eV/Å